Below is a 13-piece molecular cluster, C63H142F15N8O17S2 overall at a distorted geometry, with properties calculated with wB97M-V/def2-TZVPD.

frontier orbital gap = 8.6 eV
multiplicity = 1
charge = +3

```
247
Properties=species:S:1:pos:R:3:forces:R:3:mulliken_charge:R:1
C 7.620 3.579 4.101 -1.786 0.255 -0.503 -0.845
N 6.840 3.745 2.791 0.830 -0.594 -0.767 0.119
C 6.799 5.145 2.233 0.020 0.549 1.356 -0.748
C 7.522 2.911 1.689 -0.979 -0.785 1.836 -0.697
C 5.344 3.353 2.894 1.145 -1.230 -0.886 0.822
C 5.026 1.919 3.354 -0.888 0.986 -0.946 -0.817
O 5.354 1.003 2.350 -0.567 -0.605 -0.875 -0.523
H 7.650 2.504 4.415 -0.312 1.205 -0.219 0.265
H 7.205 4.312 4.824 -0.042 -0.904 -0.127 0.301
H 8.586 3.923 3.885 1.526 0.243 -0.274 0.444
H 7.773 5.591 1.955 -0.300 -0.650 0.505 0.322
H 6.279 5.759 2.993 0.398 -0.055 -0.541 0.360
H 6.199 5.072 1.347 -0.347 0.121 -0.484 0.326
H 8.532 3.229 1.504 0.310 0.428 0.130 0.385
H 6.888 3.015 0.828 -0.094 -0.200 -0.503 0.301
H 7.493 1.895 2.111 0.150 0.223 -0.751 0.330
H 5.026 3.398 1.837 -0.297 0.463 0.692 -1.274
H 4.944 4.084 3.549 -0.791 0.702 0.439 0.683
H 3.930 1.890 3.572 0.807 0.226 0.034 -0.213
H 5.568 1.690 4.246 0.298 -0.375 0.707 0.931
H 4.741 1.149 1.554 0.920 -0.051 1.058 0.278
C -6.751 -4.830 -4.928 -0.310 -0.243 -0.167 -0.926
N -7.138 -6.244 -4.563 -0.837 0.641 1.082 0.226
C -5.875 -7.025 -4.281 0.776 0.519 1.064 -0.741
C -7.932 -6.147 -3.255 0.955 0.788 -0.744 -0.853
C -7.937 -6.838 -5.725 -0.288 -1.269 1.503 -0.372
C -8.055 -8.406 -5.570 -1.268 1.896 -2.397 -0.749
O -8.444 -8.830 -4.330 -0.942 -0.642 1.393 -0.513
H -7.653 -4.182 -5.115 0.795 -0.972 -0.011 0.349
H -6.189 -5.077 -5.821 0.418 1.282 -0.235 0.363
H -6.145 -4.367 -4.130 0.024 -0.370 -0.578 0.255
H -6.028 -7.983 -3.754 -0.572 0.514 -0.404 0.363
H -5.175 -6.414 -3.623 -0.973 -0.511 -1.107 0.111
H -5.408 -7.220 -5.234 0.331 0.036 -0.213 0.424
H -8.176 -7.161 -3.033 -0.402 -0.348 0.669 0.447
H -8.805 -5.477 -3.377 0.500 -0.521 -0.077 0.326
H -7.198 -5.692 -2.558 -0.693 -0.399 -0.137 0.290
H -7.406 -6.630 -6.654 -0.144 0.211 0.086 0.330
H -8.956 -6.400 -5.696 0.762 0.045 -0.094 0.394
H -7.142 -8.841 -5.923 0.668 -0.540 0.398 0.392
H -8.802 -8.662 -6.348 0.306 -0.087 0.254 0.456
H -9.421 -8.924 -4.248 1.084 0.048 -0.305 0.349
C -3.575 6.003 0.698 0.171 -1.372 -0.250 -0.811
N -2.598 6.778 1.516 2.336 -2.020 -1.375 0.556
C -2.099 7.850 0.643 0.474 0.982 0.414 -0.760
C -3.130 7.307 2.739 -1.008 -1.041 1.372 -0.629
C -1.365 5.908 1.736 -1.172 -1.509 1.515 -0.391
C -1.678 4.690 2.618 -1.007 1.220 -0.170 0.344
O -2.031 4.936 3.999 -0.137 0.533 -1.953 -0.563
H -3.019 5.462 -0.105 -0.239 0.434 0.569 0.229
H -4.305 6.661 0.287 -0.424 0.692 -0.245 0.444
H -4.111 5.244 1.276 0.329 0.265 0.244 0.277
H -2.982 8.385 0.419 -0.807 0.862 -1.030 0.597
H -1.562 7.436 -0.232 -0.386 0.260 0.531 -0.002
H -1.521 8.558 1.266 0.241 -0.610 -0.489 0.354
H -4.089 7.683 2.469 -0.664 1.089 0.170 0.431
H -2.424 7.987 3.148 0.254 0.976 0.246 0.361
H -3.289 6.548 3.529 0.202 0.137 -0.879 0.055
H -0.567 6.465 2.205 0.011 0.639 -0.074 0.515
H -1.093 5.440 0.793 0.156 0.398 -0.455 -1.025
H -0.791 4.128 2.587 1.327 -0.896 0.119 0.155
H -2.410 4.072 2.123 -0.587 -0.175 -0.080 0.571
H -1.162 4.722 4.356 0.991 -0.654 1.452 0.270
C -0.296 -0.567 0.462 1.178 0.465 0.702 -1.786
N -0.369 0.879 0.054 -0.988 -2.498 0.290 1.471
C 0.016 0.812 -1.337 0.462 1.712 -2.006 -0.110
C -1.788 1.292 0.232 -0.187 1.444 -0.963 0.538
C 0.642 1.682 0.769 0.627 0.843 -1.164 3.093
C 0.850 1.204 2.159 0.122 0.699 0.904 -0.116
O -0.299 1.292 2.963 -0.740 -0.570 -0.164 -0.557
H 0.770 -0.808 0.401 -0.300 -0.456 -0.050 0.819
H -0.873 -1.103 -0.264 -0.346 -0.543 -0.041 0.396
H -0.613 -0.688 1.498 -0.335 -0.036 -0.263 0.045
H 0.164 1.865 -1.726 -0.243 -1.240 0.313 -0.634
H -0.803 0.314 -1.841 -0.020 -0.002 -0.525 0.398
H 0.958 0.247 -1.461 -0.454 0.273 0.144 -0.031
H -1.944 2.264 -0.274 0.294 -0.166 0.424 -0.252
H -1.933 1.383 1.272 -0.209 0.233 1.214 -0.336
H -2.533 0.607 -0.156 0.461 -0.732 -0.282 0.103
H 0.325 2.721 0.589 0.005 -0.090 0.668 -1.169
H 1.544 1.583 0.134 -0.145 -0.074 0.836 -1.476
H 1.641 1.727 2.640 0.763 1.136 0.065 -0.489
H 1.246 0.220 2.219 0.024 -1.194 -0.428 0.623
H -0.210 2.077 3.518 0.120 0.748 0.700 -0.326
C -4.334 2.095 -5.544 1.468 -0.097 -1.073 -0.637
N -3.778 0.688 -5.326 -1.992 -1.366 -1.834 0.302
C -4.673 -0.343 -6.115 -1.235 1.453 0.021 -0.751
C -2.422 0.645 -5.916 -0.294 1.152 -0.538 -0.892
C -3.683 0.258 -3.879 0.183 -1.130 -0.952 0.212
C -5.018 0.072 -3.109 1.213 2.203 1.100 -0.637
O -5.961 -0.864 -3.549 0.066 1.693 0.359 -0.550
H -4.710 2.146 -6.582 0.128 -0.104 0.584 0.344
H -3.465 2.797 -5.482 -0.935 -0.478 0.273 0.215
H -5.112 2.362 -4.860 -0.343 -0.121 0.475 0.338
H -4.706 -0.036 -7.206 0.566 -0.685 1.324 0.450
H -5.703 -0.204 -5.737 0.545 0.232 -0.176 0.453
H -4.475 -1.387 -5.827 0.865 0.278 -0.358 0.052
H -1.927 -0.196 -5.562 0.802 -1.693 0.710 0.283
H -1.901 1.524 -5.552 0.267 0.086 -0.288 0.343
H -2.438 0.555 -7.009 -0.262 0.489 0.297 0.450
H -3.028 1.048 -3.567 0.000 0.436 1.514 0.438
H -3.088 -0.674 -3.898 -0.517 0.260 -0.026 -0.322
H -5.426 1.112 -3.129 -0.509 -0.939 0.162 0.372
H -4.670 -0.059 -2.026 -0.571 -0.179 -1.246 0.215
H -5.483 -1.669 -3.652 0.908 -1.880 -0.360 0.303
C 5.774 -6.777 2.563 2.133 1.157 -0.055 -1.384
C 4.669 -5.908 3.125 -0.701 -0.131 0.557 -0.057
C 5.095 -4.441 3.230 0.314 -0.471 -0.932 -0.468
N 4.189 -3.585 4.008 -1.677 1.604 -0.998 0.744
C 2.777 -3.793 3.490 -0.327 1.427 0.657 -1.379
C 4.571 -2.086 3.690 -0.841 -1.761 -0.821 -0.165
C 4.140 -1.314 4.841 0.605 0.296 1.814 0.275
C 4.512 -2.291 5.994 -0.748 1.555 1.076 -0.917
C 4.116 -3.654 5.508 -0.152 -0.398 -0.276 -0.655
H 6.222 -6.223 1.720 -0.434 -0.545 -0.317 0.304
H 5.435 -7.749 2.274 -0.186 -0.450 -0.289 0.393
H 6.709 -6.901 3.186 -1.338 0.081 0.043 0.344
H 4.405 -6.288 4.134 -0.140 0.219 -0.452 0.302
H 3.772 -5.991 2.458 0.718 0.037 0.632 0.287
H 5.096 -3.953 2.222 0.244 -0.713 0.788 0.041
H 6.085 -4.367 3.675 0.129 0.074 0.013 0.407
H 2.384 -4.753 3.815 0.027 0.133 0.103 0.441
H 2.808 -3.718 2.433 0.081 -0.210 -1.173 0.399
H 2.136 -2.921 3.809 0.705 -1.105 0.073 0.431
H 4.221 -1.784 2.730 -0.885 -0.085 -0.735 -0.253
H 5.602 -2.151 3.557 1.993 0.213 0.285 0.525
H 3.108 -1.000 4.851 -0.480 -0.211 -0.102 0.088
H 4.715 -0.395 4.890 0.091 0.073 0.137 -0.205
H 4.049 -1.993 6.963 0.112 -0.444 -0.704 0.414
H 5.577 -2.235 6.182 0.319 -0.097 -0.156 0.389
H 3.088 -3.943 5.659 -0.192 0.259 0.766 0.382
H 4.720 -4.441 5.916 0.518 -0.445 -0.071 0.409
C 0.485 -1.578 -5.023 -0.054 -2.257 -0.316 -1.298
C 1.920 -2.096 -4.825 0.471 -1.238 -1.589 0.525
C 2.044 -3.636 -5.113 0.515 0.623 -1.560 -1.183
N 3.424 -4.272 -4.891 0.158 0.379 -0.668 0.485
C 4.611 -3.455 -5.406 -0.475 -0.250 0.722 -0.912
C 3.553 -5.562 -5.653 0.583 0.718 -0.167 -0.614
C 4.628 -6.354 -4.937 0.449 1.213 -0.370 -0.951
C 4.735 -5.726 -3.546 0.590 0.108 0.295 -0.838
C 3.655 -4.688 -3.467 -1.422 1.080 1.677 0.300
H -0.059 -2.166 -5.806 0.320 0.303 0.606 0.387
H 0.476 -0.583 -5.363 0.089 1.401 -0.113 0.606
H -0.036 -1.694 -4.071 -0.235 0.162 -0.178 0.256
H 2.201 -1.881 -3.821 0.725 0.328 0.654 -0.439
H 2.623 -1.667 -5.603 -0.750 0.008 1.174 0.423
H 1.776 -3.745 -6.195 0.627 -0.045 0.619 0.389
H 1.422 -4.367 -4.647 -0.898 0.112 0.948 0.383
H 5.511 -4.091 -5.266 -0.641 0.591 -0.455 0.488
H 4.736 -2.558 -4.795 -0.179 -0.046 -0.237 0.126
H 4.361 -3.243 -6.455 0.511 0.102 0.391 0.409
H 3.775 -5.321 -6.682 0.178 0.042 -0.266 0.470
H 2.616 -6.020 -5.665 -1.611 -0.917 0.301 0.504
H 5.563 -6.211 -5.457 0.323 -0.222 -0.205 0.350
H 4.395 -7.382 -4.972 -0.210 -1.163 0.254 0.386
H 5.721 -5.310 -3.320 -0.061 0.005 -0.337 0.319
H 4.567 -6.433 -2.776 -0.151 -0.805 0.741 0.578
H 3.880 -3.754 -2.878 -0.228 -1.169 -0.602 -0.537
H 2.707 -5.149 -2.981 1.284 0.945 -1.262 0.404
C -5.363 -1.329 7.178 0.007 0.831 1.614 -1.375
C -4.914 0.124 7.504 -1.852 0.623 -3.388 -0.542
C -4.468 0.739 6.136 0.957 -1.276 0.054 -0.753
N -3.522 1.932 6.136 -1.375 1.415 -0.003 0.905
C -3.239 2.355 4.732 -2.323 -4.009 -0.763 -0.518
C -2.178 1.801 6.772 0.404 0.783 -0.805 -0.778
C -1.706 3.219 7.204 -1.481 -0.705 1.594 0.289
C -3.017 4.131 6.941 2.144 -0.056 0.244 -0.305
C -4.127 3.140 6.848 0.139 -0.211 0.651 -0.793
H -4.597 -1.882 6.662 0.254 -0.208 -0.294 0.390
H -6.308 -1.366 6.656 -0.055 0.186 -0.469 0.347
H -5.564 -1.829 8.122 0.088 -0.208 0.091 0.411
H -4.170 0.251 8.207 1.642 -0.264 1.620 0.524
H -5.754 0.738 7.784 -0.463 -0.082 0.686 0.339
H -5.354 0.992 5.494 0.996 -0.182 0.512 0.373
H -3.877 -0.111 5.709 -0.422 1.034 -0.421 0.339
H -4.135 2.755 4.234 0.200 -0.406 0.228 0.157
H -2.832 1.416 4.248 -0.569 1.226 0.109 0.343
H -2.531 3.061 4.751 2.632 2.497 -0.056 -0.302
H -1.515 1.369 6.043 0.301 -0.352 -0.182 0.228
H -2.340 1.152 7.571 0.182 -1.013 1.487 0.719
H -0.882 3.592 6.641 0.478 -0.051 -0.653 -0.511
H -1.325 3.073 8.286 -1.043 0.821 -1.478 0.430
H -2.904 4.654 5.978 0.152 0.140 0.748 -0.364
H -3.104 4.806 7.802 -0.362 0.044 -0.554 0.608
H -5.003 3.467 6.301 -0.207 -0.039 0.007 0.472
H -4.344 2.928 7.895 -0.536 -0.829 -0.241 0.406
C -1.023 4.470 -1.773 0.191 -0.854 1.485 0.207
O -0.764 5.843 -1.743 -0.194 1.470 -0.229 -0.264
O -1.443 4.098 -0.550 -0.035 -0.392 -1.425 -0.839
C -1.996 4.087 -2.949 -1.131 -0.454 -2.004 1.005
F -1.429 3.009 -3.658 -0.590 0.411 0.834 -0.298
F -3.308 3.657 -2.693 1.920 0.716 0.125 -0.286
F -2.104 5.038 -3.923 -0.146 -0.440 0.995 -0.314
C 0.368 6.317 -2.484 0.944 -1.386 -0.119 0.210
C 0.674 7.767 -2.164 -0.075 0.185 0.676 -1.247
H -0.165 8.407 -2.472 0.342 0.011 0.179 0.332
H 0.825 7.831 -1.054 -0.293 0.106 -0.821 0.164
H 1.624 8.152 -2.602 -0.779 -0.536 0.001 0.393
H 0.175 6.072 -3.543 0.324 0.583 0.174 0.318
H 1.240 5.703 -2.149 -0.430 0.266 -0.385 -0.120
H -0.111 3.941 -2.154 0.041 0.317 0.368 0.016
C 1.331 3.952 4.847 -0.945 -0.313 1.855 -0.762
O 2.018 4.124 3.656 0.902 1.113 -1.290 0.292
O 0.038 3.563 4.727 0.850 0.091 -0.374 -0.223
C 2.146 2.932 5.676 0.276 -1.456 -0.424 0.503
F 2.193 1.686 5.092 -0.529 0.254 0.155 -0.120
F 3.442 3.231 5.848 0.406 0.758 -0.134 -0.354
F 1.659 2.765 6.913 -0.400 0.051 -0.142 -0.322
C 2.131 5.490 3.134 0.112 -0.383 -0.284 -0.552
C 2.321 5.414 1.579 0.726 0.878 1.004 0.486
H 1.473 4.842 1.155 0.344 0.757 -0.183 -0.591
H 2.479 6.518 1.210 -0.611 -2.240 0.312 0.414
H 3.250 4.829 1.338 -0.824 0.676 0.228 -0.407
H 3.010 6.033 3.596 -0.916 -0.636 -0.239 0.282
H 1.190 6.034 3.397 0.704 -0.272 -0.148 0.576
H 1.434 4.812 5.546 -0.005 0.553 -0.577 0.412
C -3.073 -3.788 -4.017 -1.320 1.421 -0.960 0.567
O -3.150 -5.160 -4.448 0.131 -0.649 -0.234 -0.279
O -4.097 -3.043 -4.485 0.616 0.083 0.301 -0.611
C -3.102 -3.823 -2.484 0.797 -0.699 -0.902 0.433
F -4.226 -4.362 -2.021 -0.420 -0.314 0.378 -0.267
F -2.052 -4.540 -2.070 0.335 -0.676 0.732 -0.297
F -2.957 -2.633 -1.887 -0.224 0.769 -0.171 -0.187
C -2.679 -5.357 -5.808 -0.942 1.393 0.848 -0.362
C -1.349 -6.038 -5.783 -0.860 -1.477 -0.705 -0.912
H -0.855 -6.022 -6.762 -0.159 -0.223 0.156 0.435
H -0.747 -5.536 -5.077 0.818 0.604 0.848 0.021
H -1.512 -7.071 -5.416 0.443 0.385 -0.353 0.300
H -2.632 -4.373 -6.215 0.581 1.074 -0.455 0.261
H -3.473 -5.738 -6.461 0.144 -0.938 0.466 0.415
H -2.049 -3.395 -4.295 -0.384 -0.256 0.128 -0.435
C 5.090 -2.287 -0.546 0.117 -0.776 -0.887 0.414
F 5.665 -2.618 0.606 0.721 0.849 0.465 -0.175
F 5.457 -1.099 -1.034 0.009 -0.666 0.951 -0.110
F 5.517 -3.231 -1.423 0.081 0.245 -0.212 -0.196
S 3.301 -2.465 -0.355 -2.265 -0.008 0.694 0.218
O 2.962 -1.582 0.789 0.546 -0.971 -1.308 -0.329
O 2.839 -2.013 -1.664 0.022 -0.073 0.555 -0.236
O 3.036 -3.894 -0.096 0.820 1.471 -0.095 -0.711
C 4.474 1.940 -2.220 -0.521 0.060 0.108 0.335
F 3.669 0.892 -2.507 -0.276 0.534 0.028 -0.158
F 5.650 1.446 -1.989 2.134 -0.955 0.435 -0.222
F 4.585 2.719 -3.280 -0.429 0.415 -0.765 -0.237
S 3.941 2.891 -0.758 -1.354 -1.029 -1.511 0.974
O 4.984 3.835 -0.501 0.599 1.040 0.175 -0.706
O 2.658 3.360 -1.249 0.225 0.336 0.812 -0.412
O 3.887 1.841 0.242 -0.538 -0.389 0.767 -0.426
```
Forces are in eV/Å.